# 1
Here is 22 unconnected molecules or ions with the total composition C50H116O22 at a distorted geometry from OMol25. Energies are from wB97M-V/def2-TZVPD.

Calculated values
energy = -3629.66707 Ha
LUMO = 0.0055 hartree
relative energy (zero: lowest compared OMol25 entry of this formula, charge and spin) = 0.0 kcal per mole

The geometry in XYZ format:
```
188
C50H116O22 (wB97M-V/def2-TZVPD)
C -5.417 -3.084 -0.075
C -4.603 -4.175 0.658
O -4.601 -4.313 1.852
C -3.601 -4.863 -0.208
H -6.071 -2.673 0.694
H -6.065 -3.493 -0.851
H -4.718 -2.284 -0.318
H -3.338 -5.877 0.094
H -2.706 -4.242 -0.245
H -4.047 -4.933 -1.200
C -5.840 2.010 2.722
C -5.315 0.833 1.839
O -4.512 -0.026 2.207
C -6.179 0.550 0.620
H -5.023 2.676 3.003
H -6.192 1.552 3.646
H -6.481 2.635 2.100
H -5.890 1.335 -0.079
H -7.221 0.746 0.871
H -6.073 -0.388 0.076
C 2.224 -5.474 -3.947
C 2.545 -6.985 -3.748
O 2.039 -7.550 -2.760
C 3.288 -7.615 -4.857
H 3.108 -4.864 -4.132
H 1.851 -5.060 -3.010
H 1.374 -5.293 -4.606
H 4.266 -7.140 -4.933
H 2.673 -7.667 -5.755
H 3.499 -8.606 -4.455
C 8.242 0.097 -3.158
C 7.714 1.008 -2.139
O 7.663 2.204 -2.277
C 7.227 0.403 -0.807
H 9.149 -0.369 -2.773
H 8.552 0.574 -4.087
H 7.528 -0.665 -3.472
H 6.161 0.176 -0.844
H 7.554 1.014 0.034
H 7.758 -0.531 -0.626
C -1.549 -0.506 0.816
C -0.065 -0.463 0.541
O 0.807 -0.829 1.298
C 0.321 -0.118 -0.869
H -2.203 -0.021 0.091
H -1.620 0.105 1.716
H -1.820 -1.557 0.917
H -0.035 0.853 -1.213
H -0.168 -0.786 -1.578
H 1.409 -0.055 -0.881
C 0.873 1.720 3.503
C 1.048 3.264 3.637
O 0.727 4.037 2.697
C 1.629 3.657 4.947
H 0.095 1.386 4.189
H 1.824 1.233 3.720
H 0.664 1.544 2.448
H 2.539 4.247 4.834
H 1.976 2.846 5.587
H 0.972 4.290 5.543
C 2.089 -3.171 6.122
C 2.801 -3.728 4.935
O 3.951 -4.125 5.044
C 2.082 -3.825 3.632
H 2.748 -2.712 6.860
H 1.692 -4.059 6.614
H 1.254 -2.554 5.791
H 2.840 -4.140 2.915
H 1.659 -2.875 3.307
H 1.349 -4.633 3.627
C 1.533 3.607 -4.183
C 2.125 4.860 -4.788
O 2.728 5.679 -4.172
C 1.851 5.094 -6.258
H 0.957 3.234 -5.029
H 0.844 3.775 -3.355
H 2.347 2.915 -3.968
H 2.471 4.350 -6.759
H 2.286 6.041 -6.577
H 0.779 5.005 -6.437
C -6.226 -2.222 4.169
C -7.716 -2.363 4.366
O -8.146 -3.245 5.111
C -8.674 -1.349 3.717
H -6.066 -2.249 3.091
H -5.766 -3.172 4.442
H -5.810 -1.340 4.656
H -8.870 -1.722 2.712
H -8.222 -0.364 3.601
H -9.587 -1.276 4.308
C 3.500 0.881 -6.472
C 4.343 0.924 -5.187
O 4.441 -0.145 -4.448
C 4.910 2.275 -4.772
H 2.790 0.085 -6.699
H 4.186 0.964 -7.315
H 2.987 1.843 -6.465
H 4.724 2.992 -5.572
H 5.995 2.295 -4.668
H 4.442 2.497 -3.813
C 0.193 5.113 -0.359
C -0.556 5.731 -1.500
O -1.730 5.417 -1.597
C 0.017 6.772 -2.393
H 1.192 5.540 -0.444
H 0.257 4.040 -0.542
H -0.258 5.441 0.577
H -0.410 6.740 -3.395
H 1.098 6.712 -2.518
H -0.219 7.766 -2.013
C 3.509 3.023 0.771
C 3.804 3.319 -0.712
O 3.102 2.771 -1.576
C 4.965 4.192 -1.134
H 2.923 2.113 0.906
H 2.809 3.795 1.092
H 4.456 3.060 1.310
H 5.907 3.644 -1.120
H 4.860 5.160 -0.645
H 4.840 4.585 -2.143
C -6.374 4.982 -0.084
C -4.920 4.566 -0.068
O -4.510 3.659 -0.783
C -4.110 5.175 1.080
H -6.827 4.723 0.873
H -6.825 4.510 -0.957
H -6.473 6.057 -0.232
H -4.552 6.069 1.518
H -3.144 5.416 0.637
H -3.919 4.430 1.853
C 3.862 -1.490 -0.466
C 3.595 -2.947 0.050
O 4.150 -3.495 1.021
C 2.486 -3.626 -0.651
H 3.130 -1.431 -1.272
H 4.838 -1.283 -0.907
H 3.750 -0.771 0.345
H 2.526 -4.609 -0.182
H 2.657 -3.664 -1.727
H 1.554 -3.149 -0.351
C -3.863 0.087 -2.435
O -3.109 1.303 -1.970
H -4.709 -0.128 -1.782
H -4.143 0.281 -3.470
H -3.107 -0.690 -2.318
H -3.700 2.056 -1.893
C -2.361 0.131 5.820
O -2.083 -0.735 4.749
H -1.663 0.965 5.745
H -3.314 0.654 5.748
H -2.338 -0.385 6.779
H -2.137 -0.262 3.915
C 1.566 -2.462 -4.861
O 2.339 -2.142 -3.710
H 0.693 -3.032 -4.547
H 1.132 -1.602 -5.373
H 2.034 -3.071 -5.634
H 3.149 -1.688 -3.953
C 5.350 -1.151 4.008
O 4.750 -1.054 5.211
H 6.180 -0.448 3.950
H 5.745 -2.153 3.837
H 4.622 -0.899 3.237
H 4.412 -1.949 5.286
C -1.402 -4.893 4.494
O -1.220 -5.388 5.758
H -0.685 -4.109 4.251
H -1.426 -5.651 3.711
H -2.374 -4.405 4.565
H -1.293 -4.674 6.396
C -1.915 -4.135 -4.271
O -3.256 -3.928 -3.952
H -1.580 -3.573 -5.143
H -1.294 -3.935 -3.398
H -1.674 -5.196 -4.348
H -3.652 -4.011 -4.822
C -1.107 -2.391 8.085
O -1.190 -2.821 6.686
H -1.043 -3.205 8.808
H -0.254 -1.726 8.218
H -2.039 -1.926 8.407
H -1.601 -2.215 6.066
C -2.048 4.942 -4.868
O -3.227 5.111 -4.118
H -2.297 4.187 -5.612
H -1.755 5.919 -5.254
H -1.308 4.570 -4.159
H -3.024 5.235 -3.188
```

---

# 2
Here is 11 unconnected molecules or ions with the total composition C50H117F6N8O10 at a distorted geometry from OMol25. Energies are from wB97M-V/def2-TZVPD.

Calculated values
charge = -1
energy = -3764.71770 Ha
LUMO = 0.0696 hartree

The geometry in XYZ format:
```
191
C50H117F6N8O10 (wB97M-V/def2-TZVPD)
C -23.032 -10.275 -2.154
C -21.817 -9.907 -2.981
N -21.014 -8.929 -2.271
C -19.700 -8.646 -2.548
C -19.308 -7.668 -1.724
N -20.418 -7.322 -0.987
C -21.426 -8.091 -1.334
C -20.443 -6.323 0.069
H -22.762 -10.527 -1.134
H -23.646 -10.987 -2.708
H -23.753 -9.448 -2.127
H -21.983 -9.505 -3.972
H -21.252 -10.835 -3.054
H -19.113 -9.310 -3.162
H -18.369 -7.186 -1.525
H -22.394 -8.064 -0.813
H -20.041 -6.685 1.012
H -21.432 -5.897 0.199
H -19.793 -5.534 -0.321
C -24.761 -7.503 -3.754
O -24.734 -8.941 -3.946
O -24.647 -7.255 -2.495
C -23.582 -6.946 -4.610
F -23.654 -7.221 -5.954
F -23.386 -5.620 -4.523
F -22.411 -7.537 -4.229
C -25.506 -9.574 -4.932
C -24.716 -10.759 -5.476
H -24.505 -11.497 -4.702
H -25.339 -11.322 -6.184
H -23.826 -10.394 -5.974
H -25.855 -8.928 -5.742
H -26.395 -10.006 -4.445
H -25.664 -7.017 -4.194
C -23.256 -8.493 2.061
O -22.404 -7.311 2.308
O -23.969 -8.268 0.989
C -22.367 -9.735 2.047
F -21.529 -9.868 0.975
F -21.571 -9.869 3.151
F -23.185 -10.848 2.001
C -22.125 -6.994 3.664
C -21.338 -5.692 3.589
H -21.754 -4.994 2.867
H -21.219 -5.270 4.591
H -20.337 -5.933 3.215
H -21.521 -7.785 4.123
H -23.030 -6.917 4.281
H -23.944 -8.552 2.935
C -21.296 -13.614 3.339
C -21.611 -12.757 2.118
C -20.939 -13.280 0.847
C -19.439 -13.501 0.945
C -18.706 -13.690 -0.387
C -19.265 -12.921 -1.580
H -20.238 -13.721 3.594
H -21.772 -14.601 3.324
H -21.703 -13.207 4.278
H -22.703 -12.804 2.056
H -21.382 -11.708 2.315
H -21.190 -12.528 0.084
H -21.523 -14.124 0.454
H -19.007 -12.600 1.398
H -19.233 -14.323 1.629
H -17.644 -13.456 -0.260
H -18.667 -14.758 -0.637
H -19.557 -11.893 -1.335
H -18.494 -12.745 -2.332
H -20.125 -13.476 -1.950
C -21.887 -16.432 -3.001
C -23.143 -15.563 -3.012
C -23.722 -15.384 -1.626
C -25.096 -14.666 -1.573
C -25.488 -14.443 -0.121
C -24.602 -13.473 0.648
H -21.266 -16.248 -2.120
H -21.304 -16.327 -3.916
H -22.080 -17.507 -2.897
H -22.896 -14.566 -3.390
H -23.866 -16.027 -3.689
H -23.026 -14.817 -0.996
H -23.853 -16.312 -1.053
H -24.993 -13.723 -2.115
H -25.762 -15.351 -2.101
H -26.529 -14.099 -0.063
H -25.620 -15.419 0.366
H -25.019 -13.075 1.572
H -23.625 -13.875 0.920
H -24.491 -12.613 -0.016
C -16.991 -6.974 -9.671
C -17.550 -8.133 -8.873
C -19.063 -8.258 -9.123
O -19.632 -9.159 -8.189
C -21.037 -9.031 -8.180
N -16.879 -9.376 -9.304
H -16.026 -6.562 -9.382
H -17.661 -6.111 -9.608
H -16.935 -7.279 -10.719
H -17.386 -8.054 -7.796
H -19.230 -8.616 -10.140
H -19.445 -7.255 -8.900
H -21.475 -9.725 -7.472
H -21.418 -9.356 -9.161
H -21.376 -8.013 -7.997
H -17.434 -10.176 -9.025
H -16.857 -9.412 -10.320
C -25.667 -3.681 -1.217
C -24.249 -4.154 -1.011
C -23.279 -3.022 -0.721
O -21.927 -3.397 -1.011
C -21.537 -3.311 -2.343
N -24.264 -5.235 -0.025
H -26.149 -3.190 -0.364
H -26.290 -4.562 -1.396
H -25.755 -3.055 -2.111
H -23.867 -4.640 -1.918
H -23.212 -2.741 0.334
H -23.507 -2.131 -1.331
H -22.234 -3.729 -3.079
H -20.576 -3.785 -2.554
H -21.345 -2.258 -2.614
H -23.316 -5.408 0.304
H -24.743 -4.973 0.839
C -16.954 -8.490 1.776
C -16.282 -7.128 1.927
C -14.897 -7.048 1.268
O -14.450 -5.730 1.178
C -14.113 -5.134 2.409
N -17.176 -6.070 1.487
H -17.148 -8.674 0.712
H -17.909 -8.448 2.297
H -16.374 -9.368 2.069
H -16.063 -7.018 3.002
H -14.941 -7.484 0.260
H -14.168 -7.760 1.685
H -13.658 -4.156 2.277
H -13.456 -5.839 2.921
H -15.016 -4.932 2.997
H -16.691 -5.351 0.959
H -17.555 -5.536 2.263
C -18.189 -4.171 -5.349
C -17.074 -3.585 -4.476
C -17.252 -3.637 -2.980
O -18.326 -2.803 -2.622
C -18.408 -2.586 -1.243
N -15.773 -4.087 -4.974
H -17.887 -5.174 -5.648
H -18.374 -3.565 -6.235
H -19.130 -4.270 -4.802
H -17.016 -2.509 -4.692
H -16.324 -3.171 -2.592
H -17.327 -4.601 -2.460
H -19.321 -2.060 -0.972
H -17.558 -1.945 -0.958
H -18.400 -3.476 -0.604
H -15.418 -3.504 -5.720
H -15.032 -4.100 -4.279
C -27.076 -10.155 1.052
C -26.352 -10.242 -0.269
C -26.862 -11.364 -1.195
O -28.092 -11.023 -1.769
C -28.601 -12.032 -2.599
N -26.308 -8.915 -0.900
H -26.995 -11.076 1.648
H -28.175 -10.119 0.980
H -26.730 -9.254 1.556
H -25.289 -10.503 -0.140
H -26.884 -12.286 -0.579
H -26.112 -11.614 -1.968
H -28.899 -12.946 -2.070
H -27.811 -12.227 -3.340
H -29.498 -11.722 -3.139
H -27.269 -8.615 -1.049
H -25.833 -9.046 -1.789
C -19.188 -12.267 -5.222
C -18.016 -11.321 -5.420
C -17.103 -11.699 -6.578
O -16.491 -12.939 -6.351
C -15.711 -13.356 -7.444
N -18.562 -9.961 -5.529
H -19.838 -12.289 -6.114
H -19.855 -11.913 -4.440
H -18.996 -13.328 -5.073
H -17.469 -11.353 -4.467
H -16.362 -10.896 -6.618
H -17.769 -11.736 -7.446
H -14.639 -13.140 -7.355
H -16.017 -12.903 -8.393
H -15.824 -14.440 -7.522
H -17.829 -9.297 -5.778
H -19.157 -9.942 -6.379
```